{
  "formula": "C17H30BrN4O4S",
  "method": "the ωB97M-V functional and the def2-TZVPD basis",
  "species": ["C", "C", "C", "O", "C", "C", "C", "C", "N", "C", "C", "C", "C", "O", "Br", "N", "C", "C", "O", "N", "C", "C", "N", "H", "H", "H", "H", "H", "H", "H", "H", "H", "H", "H", "H", "H", "H", "H", "H", "H", "H", "H", "H", "H", "H", "H", "H", "C", "S", "O", "C", "H", "H", "H", "H", "H", "H"],
  "coordinates": [[-2.65095, -1.95597, -1.26527], [-1.41712, -2.83122, -1.00355], [-1.04381, -2.95694, 0.47255], [0.36701, -2.68752, 0.71253], [0.73568, -1.44220, 0.85620], [2.06735, -1.18755, 1.24904], [2.47979, 0.09490, 1.40551], [3.87350, 0.48064, 1.80356], [4.82353, -0.60865, 1.78748], [6.04894, -0.33806, 2.56056], [1.52315, 1.11126, 1.15837], [1.85500, 2.56955, 1.29506], [2.34239, 3.12629, -0.03265], [2.81032, 2.46609, -0.90171], [2.13808, 5.01951, -0.19180], [0.31286, 0.76481, 0.76385], [-0.74597, 1.74445, 0.49512], [-1.50449, 2.20037, 1.74968], [-2.58101, 2.70003, 1.59446], [-0.85484, 1.97615, 2.99442], [-1.51269, 0.87463, 3.72040], [-0.74000, 3.22380, 3.78614], [-0.12156, -0.48063, 0.60158], [-3.24068, -1.78995, -0.36300], [-3.29916, -2.43407, -1.99625], [-2.37887, -1.00446, -1.71804], [-1.58226, -3.83186, -1.40188], [-0.55197, -2.44150, -1.54177], [-1.63906, -2.29538, 1.10031], [-1.16567, -3.97261, 0.84093], [2.71763, -2.03806, 1.39414], [3.83987, 0.98857, 2.78155], [4.20414, 1.23098, 1.07620], [4.40094, -1.45135, 2.14825], [6.14032, 0.72681, 2.76986], [6.92462, -0.64656, 1.99184], [6.05556, -0.87720, 3.50833], [2.66000, 2.67586, 2.02379], [1.02254, 3.15668, 1.66796], [-0.34586, 2.58839, -0.06383], [-1.47149, 1.23913, -0.13785], [-1.93173, 0.15713, 3.01587], [-0.78297, 0.34755, 4.33630], [-2.31260, 1.23970, 4.36683], [0.30106, 3.40100, 4.05997], [-1.34175, 3.15849, 4.69039], [-1.08514, 4.08092, 3.20795], [-2.55565, -0.59438, -6.78413], [-3.69875, -1.11147, -5.50152], [-2.87073, -1.51751, -4.32918], [-4.22394, -2.62638, -6.30545], [-2.08017, 0.32442, -6.44825], [-1.80515, -1.37020, -6.93325], [-3.10709, -0.40607, -7.70485], [-3.35497, -3.25797, -6.48795], [-4.72918, -2.38248, -7.23956], [-4.91698, -3.12992, -5.63523]],
  "e_lumo_ev": -4.12,
  "e_homo_ev": -10.8,
  "charge": 1,
  "homo_lumo_gap_ev": 6.73
}

---

{
  "formula": "C29H78O11",
  "method": "the ωB97M-V functional and the def2-TZVPD basis",
  "species": ["C", "C", "C", "O", "H", "H", "H", "H", "H", "H", "H", "H", "C", "C", "C", "O", "H", "H", "H", "H", "H", "H", "H", "H", "C", "C", "C", "O", "H", "H", "H", "H", "H", "H", "H", "H", "C", "C", "C", "O", "H", "H", "H", "H", "H", "H", "H", "H", "C", "C", "C", "O", "H", "H", "H", "H", "H", "H", "H", "H", "C", "C", "C", "O", "H", "H", "H", "H", "H", "H", "H", "H", "C", "C", "C", "O", "H", "H", "H", "H", "H", "H", "H", "H", "C", "C", "C", "O", "H", "H", "H", "H", "H", "H", "H", "H", "C", "C", "C", "O", "H", "H", "H", "H", "H", "H", "H", "H", "O", "C", "C", "O", "H", "H", "H", "H", "H", "H"],
  "coordinates": [[4.17294, 1.03715, -2.20121], [5.45795, 0.58057, -1.49972], [5.90451, 1.63154, -0.55456], [5.23931, -0.56616, -0.73033], [3.78442, 0.12942, -2.67338], [4.34464, 1.82714, -2.91767], [3.50737, 1.40872, -1.45106], [6.21739, 0.41577, -2.25169], [6.74448, 1.17587, 0.09671], [5.13441, 2.05894, 0.04729], [6.32178, 2.48786, -1.11296], [4.67085, -1.18556, -1.25286], [2.63515, 3.95559, 0.84991], [1.46947, 3.83619, -0.12342], [1.62723, 4.78351, -1.34950], [1.47154, 2.51388, -0.67530], [2.60668, 4.95747, 1.22974], [3.56408, 3.79891, 0.31275], [2.48137, 3.31049, 1.72030], [0.50574, 3.98921, 0.41014], [0.74236, 4.75412, -2.04795], [2.57998, 4.47431, -1.93267], [1.79827, 5.79205, -1.05682], [1.47330, 1.87796, 0.05517], [4.23779, -4.06340, -0.62368], [2.89237, -3.57903, -1.03820], [2.01107, -3.18999, 0.14542], [3.14190, -2.37157, -1.76864], [4.19752, -5.12152, -0.25818], [4.70907, -3.47882, 0.13982], [4.86437, -4.14983, -1.53059], [2.35664, -4.30083, -1.61068], [1.08525, -2.70283, -0.21843], [2.55957, -2.41184, 0.70761], [1.67185, -4.00881, 0.83474], [2.39055, -2.05862, -2.23915], [-4.46383, 3.39362, 4.42029], [-3.28519, 3.01405, 3.54344], [-2.95745, 4.11779, 2.54525], [-2.11608, 2.64815, 4.30115], [-5.20197, 3.86248, 3.78714], [-4.07953, 4.19036, 5.06785], [-4.79080, 2.56537, 4.98796], [-3.49789, 2.15501, 2.97352], [-2.80814, 5.06162, 3.13802], [-3.74772, 4.25199, 1.84199], [-1.99262, 3.89330, 2.16767], [-2.20916, 2.56394, 5.27250], [0.15584, -3.46987, -4.04448], [0.18719, -2.47328, -5.21742], [0.73213, -1.14108, -4.81629], [0.98803, -2.93158, -6.32787], [1.17327, -3.65967, -3.77178], [-0.38871, -4.42133, -4.33402], [-0.41543, -2.96659, -3.22311], [-0.83699, -2.39932, -5.46838], [0.01751, -0.62738, -4.16077], [0.77253, -0.50035, -5.66117], [1.74316, -1.36896, -4.42771], [0.52619, -3.54038, -6.94865], [3.20312, -0.31930, 3.98535], [4.39857, -0.51684, 3.11371], [5.45401, -1.49111, 3.54679], [3.88777, -0.92130, 1.75250], [3.43843, -0.08840, 5.02339], [2.59383, -1.22538, 4.01978], [2.47468, 0.44031, 3.66759], [4.93645, 0.48336, 2.94532], [6.19310, -1.39994, 2.78050], [5.22427, -2.58767, 3.44420], [5.87973, -1.31108, 4.55034], [4.54127, -0.91312, 1.03497], [-3.68038, -5.17887, 1.71897], [-2.91731, -4.00226, 0.99718], [-1.59996, -3.73436, 1.45610], [-2.81096, -4.28318, -0.40133], [-4.50644, -5.50259, 1.08885], [-3.96556, -4.97506, 2.74804], [-2.93083, -5.95535, 1.70154], [-3.54666, -3.08434, 1.13333], [-1.62455, -3.54269, 2.52888], [-1.29000, -2.79003, 0.96323], [-0.85379, -4.52426, 1.23674], [-3.68300, -4.13028, -0.86969], [-2.26851, 2.30696, -3.73259], [-1.44283, 2.79360, -2.50626], [-2.43187, 3.40934, -1.42326], [-0.74077, 1.68553, -2.02387], [-2.96282, 1.49093, -3.40435], [-1.42078, 1.95776, -4.37255], [-2.85435, 3.12368, -4.24095], [-0.75015, 3.56791, -2.76127], [-1.96875, 3.27789, -0.41713], [-3.38137, 2.82974, -1.33887], [-2.68392, 4.46808, -1.56988], [0.09112, 1.97820, -1.57946], [-5.28692, 0.21571, 0.54619], [-6.34948, -0.84483, 0.44087], [-7.83420, -0.40356, 0.62024], [-6.32886, -1.57287, -0.74593], [-4.32771, -0.26750, 0.40616], [-5.30817, 0.85893, 1.39761], [-5.37753, 0.88151, -0.29819], [-6.23220, -1.56391, 1.25430], [-8.45051, -1.36272, 0.51468], [-8.18495, 0.37115, -0.09075], [-8.05574, -0.18122, 1.71244], [-5.61149, -1.21513, -1.27659], [1.44579, 0.64714, 1.34918], [0.21245, -0.07743, 1.11185], [-0.97104, 0.76160, 1.52922], [-2.05246, 0.78707, 0.63172], [2.22655, -0.00761, 1.38537], [0.01560, -0.08703, 0.04397], [0.20938, -1.09236, 1.58428], [-0.72904, 1.75387, 1.85897], [-1.48100, 0.31037, 2.37249], [-1.60680, 0.92711, -0.22006]],
  "e_lumo_ev": 0.56,
  "e_homo_ev": -9.8,
  "charge": 0,
  "homo_lumo_gap_ev": 10.34
}

---

{
  "formula": "C6H8",
  "method": "the ωB97M-V functional and the def2-TZVPD basis",
  "species": ["C", "C", "C", "C", "C", "C", "H", "H", "H", "H", "H", "H", "H", "H"],
  "coordinates": [[-0.25318, 2.05507, 0.07128], [-0.93956, 1.29582, -0.60125], [-1.10140, -0.01781, -1.11487], [0.26915, -0.94104, -0.38874], [0.26004, -1.08534, 1.12279], [1.24855, -0.19352, 0.40928], [-0.06373, 3.01634, 0.47888], [-2.00862, -0.52400, -0.76682], [-1.02367, -0.05666, -2.21305], [0.45497, -1.73628, -1.11058], [0.53103, -2.01477, 1.63932], [-0.54413, -0.54584, 1.62962], [0.82772, 0.99424, 0.44018], [2.34283, -0.24622, 0.40396]],
  "e_lumo_ev": 1.20,
  "e_homo_ev": -9.1,
  "charge": 0,
  "homo_lumo_gap_ev": 10.27
}

---

{
  "formula": "C19H39BF4N5O2P",
  "method": "the ωB97M-V functional and the def2-TZVPD basis",
  "species": ["C", "C", "C", "O", "O", "C", "C", "C", "N", "C", "N", "C", "C", "C", "C", "N", "N", "P", "C", "C", "C", "C", "N", "C", "C", "C", "C", "H", "H", "H", "H", "H", "H", "H", "H", "H", "H", "H", "H", "H", "H", "H", "H", "H", "H", "H", "H", "H", "H", "H", "H", "H", "H", "H", "H", "H", "H", "H", "H", "H", "H", "H", "H", "H", "H", "H", "B", "F", "F", "F", "F"],
  "coordinates": [[-3.42679, -0.24288, -1.36398], [-3.91120, 0.55290, -0.13197], [-2.77350, 1.09049, 0.75462], [-2.93480, 1.11252, 1.91441], [-1.58036, 1.48979, 0.16311], [-1.10971, 2.73652, 0.68069], [0.48105, 2.74023, 0.53923], [0.89120, 1.29484, 0.37183], [1.07143, 0.60665, 1.50723], [1.38167, -0.64436, 1.04872], [1.62804, -1.62269, 1.90698], [1.60566, -1.34300, 3.34938], [2.88725, -0.59814, 3.81554], [2.66742, 0.26095, 5.07637], [2.01988, 1.63720, 4.75504], [2.94589, 2.46453, 3.93826], [1.38502, -0.66724, -0.29025], [1.67838, -1.99374, -1.39170], [3.41287, -2.67383, -1.22178], [4.22108, -2.22026, -2.49734], [0.37072, -3.29875, -1.28013], [0.31461, -4.13341, 0.04189], [1.08788, 0.59539, -0.72354], [0.99460, 1.11957, -2.09053], [-0.35279, 0.83580, -2.82837], [-1.15563, 2.15000, -3.01507], [-0.01768, 0.27753, -4.25098], [-2.57951, -0.91915, -1.13581], [-3.22409, 0.38385, -2.24619], [-4.24935, -0.91147, -1.67624], [-4.64517, 1.33273, -0.38967], [-4.43891, -0.16819, 0.51105], [-1.32657, 2.87870, 1.74548], [-1.48025, 3.56665, 0.05897], [0.82791, 3.38511, -0.27815], [0.87730, 3.06797, 1.50905], [1.87602, -2.54426, 1.57457], [0.68696, -0.81060, 3.64006], [1.57550, -2.29271, 3.90991], [3.69882, -1.31474, 4.03709], [3.25189, 0.05309, 3.00459], [3.66634, 0.50330, 5.48405], [2.11054, -0.24301, 5.88517], [1.05043, 1.46233, 4.25570], [1.85874, 2.19474, 5.69296], [2.89975, 3.43426, 4.23687], [2.58092, 2.41368, 2.98832], [3.85757, -2.25500, -0.30320], [3.35491, -3.77363, -1.18576], [5.06327, -1.58261, -2.19673], [3.56518, -1.58851, -3.12205], [4.50816, -3.07149, -3.12751], [-0.61953, -2.81891, -1.39819], [0.43757, -4.01513, -2.11801], [0.06543, -3.45933, 0.87620], [-0.50671, -4.86658, -0.01193], [1.28232, -4.62975, 0.21698], [1.87602, 0.79458, -2.66544], [1.08275, 2.21340, -1.99670], [-0.88140, 0.05081, -2.27211], [-1.85247, 2.37982, -2.19639], [-1.77471, 2.05032, -3.92237], [-0.48104, 3.01408, -3.15074], [0.71728, 0.96328, -4.70656], [-0.92742, 0.24428, -4.87026], [0.35478, -0.75673, -4.17881], [-7.59226, 0.82247, -1.85305], [-8.53327, 0.33733, -2.78087], [-6.42237, 1.26044, -2.54040], [-8.14210, 1.90262, -1.13110], [-7.23144, -0.21461, -0.95041]],
  "e_lumo_ev": -0.58,
  "e_homo_ev": -9.4,
  "charge": 0,
  "homo_lumo_gap_ev": 8.83
}

---

{
  "formula": "C3H6INS",
  "method": "the ωB97M-V functional and the def2-TZVPD basis",
  "species": ["C", "C", "C", "N", "S", "I", "H", "H", "H", "H", "H", "H"],
  "coordinates": [[-0.92216, 0.68643, -0.11701], [-0.12517, -0.60968, -0.13618], [-0.09285, 1.75969, 0.33292], [1.70666, -1.21355, 1.55271], [0.09138, -1.31950, 1.44591], [-0.08293, 1.86872, 2.38175], [-1.06176, 0.86283, -1.17481], [-1.86916, 0.54470, 0.44457], [-0.72221, -1.20648, -0.76040], [0.84680, -0.37405, -0.78837], [0.84062, 1.93111, -0.29163], [1.96603, -1.82608, 2.32643]],
  "s_squared": 2.012,
  "e_lumo_ev": [0.55, -0.42],
  "e_homo_ev": [-7.5, -9.4],
  "charge": 0,
  "homo_lumo_gap_ev": [8.01, 8.93],
  "multiplicity": 3
}

---

{
  "formula": "C3H3NS2",
  "method": "the ωB97M-V functional and the def2-TZVPD basis",
  "species": ["C", "C", "C", "N", "S", "S", "H", "H", "H"],
  "coordinates": [[0.87963, -1.12989, -0.33003], [0.86147, 0.20213, 0.05610], [-1.36099, 0.16968, 0.02086], [0.73038, -2.22302, -0.58806], [1.86067, 1.44351, -0.57356], [1.70512, 0.98939, 1.40883], [-1.50347, 1.18174, 0.32323], [-1.43407, -0.61733, 0.75991], [-1.73875, -0.01621, -1.07728]],
  "e_lumo_ev": -0.36,
  "e_homo_ev": -9.0,
  "charge": 0,
  "homo_lumo_gap_ev": 8.64
}